Here is a 2-piece molecular cluster, C26H43Cl6N4O4P overall from the Open Molecules 2025 dataset. Energies are from wB97M-V/def2-TZVPD.

The geometry in XYZ format:
```
84
Properties=species:S:1:pos:R:3:mulliken_charge:R:1
C -4.9289 3.0395 2.2168 -0.650
C -3.7489 2.2622 2.4059 -0.093
C -2.3564 1.6092 3.0564 0.458
N -1.1226 1.9021 2.1769 0.026
C -0.8531 1.1909 0.9979 -0.191
N 0.2973 1.4971 0.1071 -0.248
C 1.0735 0.2378 -0.3348 1.759
C 1.9838 0.8020 -1.6210 -1.177
C 3.5789 0.4740 -1.5052 -0.186
C 4.4865 0.9138 -2.7963 0.087
C 5.8265 -0.0692 -2.9861 -0.508
N 6.2923 -0.7005 -1.6921 -0.188
C 6.0503 -2.1987 -1.6526 0.516
C 7.0986 -3.2090 -0.8341 -0.946
O 4.9840 -2.8240 -2.2178 -0.560
C 1.9496 -0.3340 0.9082 -0.154
O 2.7437 -1.4414 0.8966 -0.647
O 2.0003 0.3991 2.2190 -0.636
C -0.0299 -0.7654 -0.9933 -1.616
C -1.4065 -1.0105 -0.1459 1.147
C -2.5631 -1.2374 -1.3405 -2.055
C -4.0808 -1.4440 -0.7868 0.849
C -5.0761 -1.5175 -2.1283 -0.674
C -5.6626 -3.0468 -2.3950 -0.531
O -4.5389 -4.0289 -2.2558 -0.318
C -4.9008 -5.0583 -1.2413 -0.553
C -1.4682 -2.3828 0.7477 -0.265
Cl 0.1179 -3.3322 0.8985 -0.072
C -1.9505 -2.1263 2.3301 0.008
C -3.5742 -2.0273 2.5116 -0.551
Cl -1.4395 -3.7122 3.2261 -0.188
N -1.9038 0.1462 0.6702 0.176
P -0.1071 3.2528 2.7891 -0.123
C 1.0127 2.7008 4.2490 -0.921
C -1.3040 4.6311 3.4719 -0.374
C -1.4837 4.5820 5.1000 -0.868
H -6.0173 3.5200 2.3187 0.346
H -2.5651 0.4715 3.2030 -0.131
H -2.1356 2.0431 4.1465 0.171
H 1.0426 2.1016 0.4907 0.516
H 1.8337 1.9792 -1.7499 0.189
H 1.6197 0.3421 -2.6576 0.280
H 3.6682 -0.7145 -1.4313 0.137
H 4.0564 1.0093 -0.5596 0.223
H 3.8820 0.8011 -3.8140 0.157
H 4.9211 2.0192 -2.6830 -0.038
H 6.7287 0.6148 -3.3650 0.257
H 5.6248 -0.8794 -3.8359 0.219
H 7.3003 -0.5058 -1.4962 0.323
H 6.6168 -4.2745 -0.6202 0.261
H 8.0654 -3.2917 -1.5181 0.280
H 7.3350 -2.6846 0.2022 0.292
H 0.4824 -1.7633 -1.4024 0.276
H -0.3778 -0.2160 -1.9984 0.453
H -2.5573 -0.2111 -1.9494 0.544
H -2.2161 -2.0661 -2.1254 0.139
H -4.2307 -2.4474 -0.2008 -0.654
H -4.4462 -0.5209 -0.1673 0.362
H -5.9393 -0.7022 -2.0618 0.307
H -4.4393 -1.2486 -3.0935 0.280
H -5.9977 -3.0962 -3.5361 0.301
H -6.5441 -3.2611 -1.6505 0.302
H -3.9790 -5.7057 -0.8956 0.233
H -5.7145 -5.8246 -1.6365 0.261
H -5.3227 -4.4675 -0.2937 0.210
H -2.2547 -3.1873 0.3444 0.161
H -1.3291 -1.2796 2.8424 0.237
H -4.0994 -2.8974 1.9302 0.220
H -3.8844 -1.9480 3.6478 0.339
H -3.8985 -0.9872 2.0229 0.030
H -2.6496 0.7166 0.1676 0.481
H 2.0957 2.5069 3.7851 0.315
H 0.6326 1.7572 4.8267 0.278
H 1.1451 3.6622 4.9365 0.374
H -2.3506 4.6171 2.9424 0.213
H -0.8310 5.6982 3.2211 0.379
H -2.5329 4.9416 5.4953 0.243
H -1.3190 3.5000 5.5635 0.236
H -0.6437 5.2939 5.5508 0.285
C 5.2457 3.8821 -5.3896 0.380
Cl 6.2341 3.9938 -3.9113 -0.110
Cl 3.5335 3.6703 -4.9445 -0.087
Cl 5.4312 5.3763 -6.3422 -0.105
Cl 5.7840 2.4882 -6.3601 -0.100
```

Properties
maximum force = 9.878 eV/Å
spin multiplicity = 1
total energy = -126213.9676 eV
E_HOMO = -7.3 eV